This record from OMol25 describes the molecule C20H48B2ClN4O11P3 at a distorted geometry. The level of theory is ωB97M-V/def2-TZVPD.

The LUMO energy is 0.043 eV. Its SMILES is CCOB(O)[C@@]1(P(N)O)O[C@@](CC(N)(N)N)(P(O)Cl)[C@@](C)(P(=O)(O)O)[C@@]1(CCCCCCCCCOC)B(O)OC. Its electronic energy is -91746.17018 eV. The gap between HOMO and LUMO is 7.90 eV.

Cartesian coordinates (Å):
C  1.0258  5.1139  -0.3484
C  1.2158  3.8781  0.6146
O  -0.0365  3.1475  0.6696
B  0.2169  1.9452  -0.0587
O  0.4320  1.9917  -1.4608
C  0.2937  0.5731  0.8303
P  2.2082  0.4153  0.8230
N  2.7064  -0.7522  2.0505
O  2.7083  -0.1815  -0.7122
O  0.0548  0.8242  2.2133
C  -0.8449  0.0123  2.9753
C  -0.4955  -0.3581  4.4644
C  1.0113  -0.4204  4.9258
N  0.9366  -0.3516  6.4513
N  1.6729  -1.7077  4.6723
N  1.8323  0.7387  4.5550
P  -2.2235  1.3480  3.2487
O  -3.3316  0.7177  4.3633
Cl  -1.2147  2.9990  4.1627
C  -1.1791  -1.1441  1.9088
C  -0.3694  -2.4049  2.4173
P  -2.9019  -1.9056  1.9543
O  -3.0866  -2.8508  3.1315
O  -4.1554  -0.8113  2.0623
O  -3.1626  -2.8723  0.5729
C  -0.6440  -0.6462  0.4852
C  -0.2473  -1.7099  -0.6036
C  0.9792  -2.6532  -0.3433
C  1.7922  -3.0611  -1.6392
C  0.9319  -3.1802  -2.9460
C  0.9601  -1.9389  -3.9079
C  2.3549  -1.2784  -4.1103
C  2.2580  -0.0234  -5.0734
C  1.2001  1.0289  -4.5173
C  -0.1751  0.9641  -5.3102
O  -0.6754  2.2905  -5.5326
C  -1.7027  2.6140  -4.5989
B  -1.9345  0.0307  -0.2773
O  -2.3338  -0.3275  -1.6201
O  -2.7961  0.9751  0.3095
C  -3.9488  1.2943  -0.4758
H  0.0916  5.0184  -0.9353
H  1.0411  6.0454  0.2709
H  1.8909  5.1614  -1.0519
H  1.5903  4.1829  1.6135
H  2.0049  3.2287  0.1544
H  -0.4572  2.0074  -1.8439
H  3.2086  -1.5061  1.5727
H  3.3940  -0.2445  2.6098
H  3.2778  0.5083  -1.0688
H  -0.9409  0.4101  5.1489
H  -0.9634  -1.3121  4.8201
H  0.8901  0.6264  6.7299
H  0.0794  -0.8484  6.6931
H  2.6656  -1.5915  4.5211
H  1.4618  -2.3640  5.4134
H  2.5721  0.7874  5.2517
H  1.2626  1.5804  4.5411
H  -3.5283  1.3815  5.0373
H  -0.6328  -3.2362  1.7068
H  -0.6294  -2.7693  3.4224
H  0.7304  -2.2835  2.3501
H  -4.8407  -0.9514  1.3992
H  -3.9976  -2.5399  0.2150
H  -1.1057  -2.3868  -0.8231
H  0.0492  -1.1197  -1.5102
H  1.7176  -2.3079  0.4092
H  0.5727  -3.6187  0.0584
H  2.6920  -2.4182  -1.7182
H  2.1779  -4.0940  -1.4288
H  1.3651  -4.0377  -3.5274
H  -0.1137  -3.5059  -2.7108
H  0.1655  -1.2296  -3.5832
H  0.6387  -2.3146  -4.9177
H  3.1451  -1.9601  -4.4935
H  2.7433  -0.8699  -3.1411
H  2.0282  -0.3283  -6.1186
H  3.2383  0.5137  -5.0582
H  0.9663  0.6831  -3.4828
H  1.6081  2.0629  -4.4925
H  -0.9180  0.3188  -4.7828
H  0.0212  0.5130  -6.3115
H  -2.7165  2.4833  -5.0581
H  -1.6248  2.0699  -3.6295
H  -1.6039  3.7073  -4.3847
H  -1.6617  -0.0563  -2.2538
H  -3.7112  1.8560  -1.4108
H  -4.6177  0.4222  -0.6706
H  -4.5591  2.0028  0.1431